# C74H210N12O25

A 25-piece molecular cluster, C74H210N12O25 overall in a non-equilibrium geometry (ωB97M-V/def2-TZVPD, OMol25).

Structure (XYZ):
```
321
Properties=species:S:1:pos:R:3:mulliken_charge:R:1
C 13.860 -8.273 20.580 -1.108
C 13.270 -7.028 21.150 0.385
O 12.645 -6.290 20.098 -0.445
H 13.043 -8.880 20.183 0.243
H 14.408 -8.868 21.343 0.302
H 14.569 -8.085 19.790 0.392
H 13.997 -6.413 21.696 0.379
H 12.452 -7.279 21.848 -0.352
H 13.373 -5.839 19.656 0.290
C 13.824 -3.484 26.804 -0.511
C 15.026 -3.889 25.935 -0.382
O 15.442 -5.277 26.324 -0.415
H 13.209 -2.714 26.309 0.390
H 14.174 -3.082 27.755 0.332
H 13.098 -4.302 26.997 -0.177
H 15.844 -3.210 26.027 0.411
H 14.735 -3.847 24.844 0.239
H 16.319 -5.419 25.938 0.223
C 13.134 -7.342 25.145 -0.610
C 13.218 -8.802 24.957 -0.084
O 12.218 -9.427 25.729 0.106
H 13.258 -7.082 26.205 -0.263
H 12.284 -6.817 24.719 0.148
H 14.024 -7.001 24.580 0.411
H 14.212 -9.100 25.384 0.076
H 13.147 -9.077 23.879 0.202
H 11.987 -10.263 25.312 -0.228
C 9.778 -3.386 27.769 -1.504
C 10.149 -4.889 27.631 0.433
O 9.063 -5.567 26.930 0.636
H 10.562 -2.897 28.438 0.357
H 8.831 -3.226 28.238 0.227
H 9.839 -2.840 26.789 0.430
H 10.247 -5.325 28.582 0.230
H 11.088 -4.995 27.125 -0.264
H 9.320 -6.514 26.844 -0.313
C 12.901 -12.788 35.332 -1.201
C 13.440 -11.469 34.792 0.036
O 13.391 -11.551 33.370 0.715
H 13.466 -13.667 35.117 0.225
H 11.905 -12.912 34.916 -0.149
H 12.772 -12.803 36.428 0.424
H 14.504 -11.348 35.069 0.443
H 12.841 -10.626 35.152 0.291
H 13.783 -10.721 33.056 -0.752
C 4.889 -8.259 25.811 -1.658
C 5.835 -8.065 27.026 0.600
O 6.705 -9.103 27.062 0.929
H 4.393 -9.187 25.885 0.470
H 5.501 -8.253 24.936 0.300
H 4.136 -7.476 25.714 0.325
H 5.161 -7.994 27.887 0.098
H 6.368 -7.098 26.940 -0.095
H 6.300 -9.975 26.922 -0.628
C 12.759 -12.961 26.366 0.332
C 12.074 -13.069 24.970 -0.913
O 11.493 -11.851 24.642 -0.315
H 13.323 -13.864 26.576 0.463
H 11.939 -12.931 27.103 -0.519
H 13.372 -12.065 26.412 -0.117
H 11.299 -13.836 25.017 0.320
H 12.759 -13.437 24.204 0.518
H 10.887 -12.024 23.941 0.129
C 9.675 -8.573 32.829 0.816
C 10.571 -8.911 33.975 -0.032
O 9.908 -9.367 35.083 -0.708
H 8.986 -9.357 32.587 -0.233
H 10.253 -8.292 31.936 -0.429
H 9.031 -7.697 33.003 -0.070
H 11.085 -8.018 34.322 0.334
H 11.311 -9.676 33.603 -0.086
H 9.611 -10.290 35.008 0.429
C 9.631 -13.304 20.629 -1.340
C 9.087 -12.082 21.438 0.165
O 9.469 -12.157 22.800 -0.588
H 9.400 -14.268 21.086 0.314
H 10.724 -13.252 20.574 0.305
H 9.285 -13.348 19.603 0.403
H 7.973 -12.064 21.430 0.289
H 9.470 -11.121 21.028 0.017
H 8.763 -11.820 23.393 0.191
C 6.625 -12.952 31.559 -1.037
C 7.345 -11.855 30.640 0.613
O 8.540 -11.607 31.281 2.006
H 5.623 -13.153 31.188 0.547
H 6.590 -12.729 32.626 -0.224
H 7.290 -13.850 31.499 0.057
H 6.700 -10.934 30.577 -0.263
H 7.438 -12.301 29.623 -0.289
H 9.306 -11.297 30.720 -0.478
C 10.440 -4.516 33.074 -0.397
C 10.176 -3.437 32.059 0.049
O 9.021 -2.705 32.458 -0.622
H 11.419 -5.003 32.855 -0.007
H 9.711 -5.305 33.064 0.047
H 10.529 -4.069 34.080 0.354
H 10.076 -3.782 31.035 -0.152
H 11.042 -2.782 32.149 0.467
H 8.285 -3.330 32.594 0.334
C 10.772 -15.524 32.880 -0.629
C 9.728 -16.361 32.063 -0.197
O 8.368 -15.848 32.273 -0.557
H 10.605 -14.493 32.649 -0.105
H 11.770 -15.801 32.550 0.360
H 10.737 -15.584 33.959 0.582
H 9.787 -17.384 32.435 0.543
H 9.867 -16.519 30.966 -0.404
H 8.096 -16.120 33.162 0.297
C 7.004 -4.789 29.913 -0.295
C 7.441 -5.764 30.979 0.820
O 6.840 -5.407 32.246 -0.620
H 5.909 -4.858 29.688 -0.271
H 7.624 -4.986 29.019 -0.381
H 7.245 -3.789 30.220 0.489
H 8.531 -5.623 31.095 -0.049
H 7.292 -6.797 30.709 0.143
H 6.157 -6.037 32.552 0.305
C 6.946 -5.305 24.057 0.197
C 7.343 -3.860 23.747 0.309
C 6.403 -2.860 24.462 -0.942
O 5.117 -3.190 24.041 -0.262
C 4.230 -2.155 24.275 -0.893
N 8.782 -3.672 24.082 -0.754
H 7.577 -5.891 23.386 -0.580
H 5.905 -5.534 23.735 0.425
H 7.191 -5.495 25.100 -0.117
H 7.166 -3.762 22.677 0.311
H 6.608 -1.835 24.096 0.475
H 6.440 -2.822 25.568 0.281
H 4.393 -1.816 25.318 0.360
H 3.205 -2.488 24.221 0.265
H 4.380 -1.256 23.671 0.362
H 9.363 -4.078 23.363 0.287
H 8.989 -4.108 24.965 0.078
C 8.402 -13.626 36.151 -1.691
C 7.845 -12.833 34.969 0.873
C 6.727 -11.871 35.359 -0.137
O 5.638 -12.597 35.939 -0.444
C 4.643 -11.713 36.321 -0.689
N 8.920 -12.018 34.435 0.770
H 8.931 -12.969 36.850 0.353
H 9.174 -14.292 35.686 0.316
H 7.717 -14.324 36.631 0.397
H 7.444 -13.568 34.262 -0.159
H 6.466 -11.303 34.421 -0.301
H 7.044 -11.107 36.078 0.675
H 4.013 -11.550 35.423 0.236
H 5.018 -10.738 36.717 0.297
H 4.022 -12.219 37.055 0.276
H 9.852 -12.334 34.708 0.040
H 8.822 -11.915 33.435 -0.646
C 8.816 -8.081 29.241 0.896
C 10.039 -8.534 28.423 0.565
C 10.288 -10.053 28.558 0.413
O 10.558 -10.452 29.885 -0.326
C 11.795 -10.030 30.358 -0.165
N 9.777 -8.228 27.020 1.563
H 7.951 -8.720 29.092 -0.273
H 8.483 -7.052 29.004 -0.589
H 9.058 -8.074 30.310 -0.568
H 10.903 -7.943 28.676 0.378
H 11.027 -10.451 27.845 -0.517
H 9.330 -10.522 28.282 -0.833
H 11.853 -8.908 30.416 -0.156
H 12.566 -10.333 29.659 -0.027
H 12.009 -10.492 31.356 0.126
H 8.922 -8.693 26.762 -0.479
H 10.522 -8.601 26.458 -0.650
C 14.099 -14.075 30.765 -0.060
C 14.930 -13.559 29.622 -0.008
C 14.433 -12.173 29.282 1.279
O 15.345 -11.605 28.275 -0.720
C 14.897 -10.268 28.003 1.000
N 16.335 -13.526 29.968 -0.254
H 14.187 -15.159 30.900 0.609
H 13.021 -13.919 30.598 -0.674
H 14.353 -13.532 31.685 -0.507
H 14.789 -14.173 28.736 0.522
H 14.446 -11.520 30.158 -0.023
H 13.364 -12.259 29.064 -0.444
H 15.768 -9.823 27.478 0.599
H 14.741 -9.615 28.875 -0.586
H 14.028 -10.336 27.349 -0.974
H 16.839 -14.423 29.975 0.359
H 16.885 -12.934 29.372 -0.085
C 9.195 -5.125 19.737 -1.195
C 8.606 -6.506 19.719 0.183
C 9.281 -7.467 20.675 -0.604
O 9.226 -7.075 22.084 0.342
C 9.564 -8.168 22.943 -0.692
N 7.148 -6.401 19.933 -0.793
H 9.046 -4.665 20.707 0.030
H 8.599 -4.545 19.024 0.389
H 10.250 -5.092 19.570 0.321
H 8.694 -6.897 18.703 0.440
H 10.310 -7.650 20.410 0.184
H 8.887 -8.468 20.599 0.355
H 10.597 -8.434 22.919 0.230
H 8.940 -9.099 22.868 0.301
H 9.367 -7.896 23.998 -0.232
H 7.083 -5.945 20.857 0.218
H 6.762 -7.308 20.097 0.313
C 19.903 -13.819 29.133 -0.770
C 20.651 -12.491 29.250 0.132
C 19.645 -11.407 29.083 -0.624
O 18.640 -11.496 30.075 0.196
C 17.840 -10.323 30.111 -0.615
N 21.345 -12.411 30.545 -0.663
H 19.307 -13.926 28.198 0.356
H 19.244 -13.967 30.008 -0.268
H 20.683 -14.591 29.091 0.371
H 21.290 -12.459 28.376 0.415
H 19.188 -11.461 28.062 0.281
H 20.191 -10.448 29.191 0.348
H 17.310 -10.138 29.158 0.218
H 18.368 -9.444 30.481 0.434
H 17.039 -10.507 30.860 -0.224
H 20.722 -12.203 31.295 0.229
H 22.003 -11.640 30.567 0.304
C 2.203 -6.523 32.848 -1.590
C 2.961 -6.859 31.604 0.904
C 3.921 -8.019 31.860 -0.650
O 4.911 -7.607 32.784 -0.431
C 5.748 -8.655 33.143 -1.212
N 2.090 -7.223 30.489 -0.437
H 1.459 -5.760 32.601 0.423
H 2.877 -6.339 33.691 0.329
H 1.536 -7.369 33.060 0.359
H 3.504 -5.958 31.307 0.022
H 4.421 -8.271 30.950 0.175
H 3.423 -8.899 32.231 0.428
H 6.586 -8.166 33.572 0.462
H 6.143 -9.199 32.290 0.361
H 5.227 -9.355 33.808 0.498
H 1.498 -8.027 30.678 0.265
H 2.633 -7.364 29.639 -0.025
C 0.572 -2.880 27.997 -1.506
C 0.952 -4.282 28.475 0.377
C 2.470 -4.555 28.126 0.074
O 2.652 -4.616 26.724 -0.419
C 4.014 -4.766 26.444 0.041
N 0.651 -4.399 29.908 -0.732
H -0.382 -2.560 28.351 0.421
H 0.655 -2.712 26.929 0.315
H 1.252 -2.177 28.513 0.339
H 0.329 -5.023 27.963 0.295
H 2.841 -5.465 28.600 -0.276
H 3.048 -3.709 28.493 0.238
H 4.605 -3.855 26.754 0.205
H 4.144 -4.889 25.361 0.209
H 4.434 -5.652 26.920 -0.210
H 1.076 -5.272 30.274 0.268
H 1.161 -3.720 30.480 0.333
C 16.403 -14.486 33.410 -0.978
C 17.164 -13.191 33.666 0.332
C 18.609 -13.386 33.398 -0.329
O 19.210 -14.218 34.454 -0.365
C 20.590 -14.363 34.282 -0.751
N 16.565 -12.126 32.895 -0.120
H 16.777 -15.237 34.151 0.507
H 16.459 -14.780 32.364 0.170
H 15.360 -14.357 33.725 -0.087
H 17.065 -12.891 34.688 0.656
H 19.123 -12.425 33.433 0.443
H 18.860 -13.887 32.441 -0.209
H 21.093 -13.403 34.420 0.291
H 20.892 -14.723 33.278 0.276
H 20.947 -15.191 34.926 0.273
H 15.598 -11.945 33.203 0.116
H 16.430 -12.466 31.927 -0.302
C 12.649 -17.001 28.025 -1.155
C 11.280 -17.100 28.646 0.680
C 10.467 -15.867 28.448 -1.168
O 11.118 -14.850 29.227 0.874
C 10.321 -13.718 29.671 0.139
N 10.588 -18.223 28.011 -0.733
H 13.229 -17.935 28.121 0.419
H 13.264 -16.183 28.445 -0.172
H 12.487 -16.790 26.979 0.363
H 11.296 -17.294 29.702 0.346
H 9.418 -15.949 28.772 0.398
H 10.443 -15.631 27.382 0.182
H 10.996 -13.037 30.184 -0.291
H 9.484 -14.090 30.286 0.044
H 10.037 -13.145 28.823 -0.371
H 10.729 -18.145 26.984 0.343
H 11.055 -19.116 28.231 0.318
C 8.282 -12.553 26.285 0.495
C 7.179 -12.587 25.223 -0.105
C 5.787 -12.671 25.848 -1.352
O 5.565 -11.664 26.839 0.076
C 4.650 -11.979 27.872 -1.023
N 7.406 -11.422 24.374 -0.183
H 8.075 -11.589 26.789 -0.472
H 9.270 -12.538 25.856 -0.462
H 8.146 -13.350 26.974 0.386
H 7.342 -13.441 24.533 0.427
H 5.679 -13.687 26.244 0.520
H 4.990 -12.569 25.063 0.389
H 3.666 -11.946 27.392 0.341
H 4.663 -11.269 28.703 0.125
H 4.754 -12.924 28.328 0.441
H 7.322 -10.541 24.935 -0.205
H 6.687 -11.369 23.663 0.367
C 14.359 -8.072 33.975 -1.455
C 14.143 -8.155 32.500 1.905
C 14.719 -6.929 31.725 -1.409
O 14.210 -7.149 30.406 0.245
C 15.031 -6.489 29.445 -0.872
N 14.696 -9.373 31.958 0.466
H 13.962 -7.124 34.385 0.470
H 15.430 -8.111 34.275 0.335
H 13.825 -8.813 34.548 0.138
H 13.080 -8.208 32.322 -0.980
H 15.853 -6.942 31.731 0.331
H 14.495 -5.951 32.148 0.526
H 15.970 -6.983 29.168 0.219
H 15.118 -5.460 29.729 0.481
H 14.357 -6.498 28.575 -0.084
H 14.884 -9.261 30.941 -0.780
H 15.585 -9.594 32.396 0.177
```

The calculation puts the HOMO-LUMO gap at 8.80 eV. The total energy comes out at -5483.130559 Eh. Its net charge is 0. The multiplicity is 1. The LUMO energy comes out at 0.18 eV.